ORCA calculation (the ωB97M-V functional and the def2-TZVPD basis) on a single CH3N5O molecule at a distorted geometry.

Geometry as XYZ:
```
10
Properties=species:S:1:pos:R:3:mulliken_charge:R:1
O -0.498 -2.129 -0.375 -0.16
N -0.271 1.293 0.145 -0.32
N 0.302 -1.008 -0.176 -0.21
N -1.868 -1.669 -0.287 -0.08
N -1.875 -0.454 -0.226 -0.15
N 1.085 1.517 0.321 -0.45
C -0.607 0.074 -0.061 0.59
H 1.294 2.475 0.249 0.25
H 0.724 -1.077 0.744 0.29
H 1.715 0.978 -0.335 0.25
```

Output
- Total charge: 0
- Gap between HOMO and LUMO: 8.9 eV
- SMILES: N/N=c1/nno[nH]1
- Energy above the lowest of the compared OMol25 structures with the same formula, charge and spin: 253.5 kJ/mol
- Electronic energy: -388.77317 a.u.

=====

ORCA calculation (the ωB97M-V functional and the def2-TZVPD basis) on a gas-phase ion, C4H11N5 (charge +2) at a distorted geometry.

Geometry as XYZ:
```
20
Properties=species:S:1:pos:R:3:mulliken_charge:R:1
N -2.781 -0.973 0.121 -0.48
N -0.387 -1.755 -0.388 -0.34
N 1.259 -0.228 0.021 0.14
N -0.912 1.720 -0.566 -0.27
N 2.330 -1.315 -0.169 -0.62
C 1.870 1.079 0.560 -1.02
C -1.058 0.509 -0.183 0.49
C -2.326 0.143 0.377 -0.19
C -0.029 -0.514 -0.125 0.56
H -1.719 2.386 -0.540 0.32
H 0.119 -2.626 -0.406 0.25
H 2.588 -1.493 -1.099 0.27
H -3.731 -1.250 0.565 0.33
H 2.528 1.529 -0.206 0.40
H -0.118 1.964 -1.129 0.31
H 1.055 1.818 0.806 0.40
H 2.438 1.012 1.516 0.35
H -2.746 0.812 1.091 0.49
H -1.480 -1.846 -0.597 0.31
H 3.101 -0.974 0.351 0.29
```

Output
- Total charge: +2
- Gap between HOMO and LUMO: 7.2 eV
- Energy above the lowest of the compared OMol25 structures with the same formula, charge and spin: 256.3 kJ/mol
- Electronic energy: -432.05293 a.u.